(i)
{"formula": "C69H174N10O23", "method": "ωB97M-V/def2-TZVPD", "symbols": ["C", "C", "C", "O", "H", "H", "H", "H", "H", "H", "H", "H", "C", "C", "C", "O", "H", "H", "H", "H", "H", "H", "H", "H", "C", "C", "C", "O", "H", "H", "H", "H", "H", "H", "H", "H", "C", "O", "C", "C", "N", "C", "C", "O", "C", "H", "H", "H", "H", "H", "H", "H", "H", "H", "H", "H", "H", "H", "H", "H", "C", "O", "C", "C", "N", "C", "C", "O", "C", "H", "H", "H", "H", "H", "H", "H", "H", "H", "H", "H", "H", "H", "H", "H", "C", "O", "C", "C", "N", "C", "C", "O", "C", "H", "H", "H", "H", "H", "H", "H", "H", "H", "H", "H", "H", "H", "H", "H", "C", "O", "C", "C", "N", "C", "C", "O", "C", "H", "H", "H", "H", "H", "H", "H", "H", "H", "H", "H", "H", "H", "H", "H", "C", "O", "C", "C", "N", "C", "C", "O", "C", "H", "H", "H", "H", "H", "H", "H", "H", "H", "H", "H", "H", "H", "H", "H", "C", "O", "C", "C", "N", "C", "C", "O", "C", "H", "H", "H", "H", "H", "H", "H", "H", "H", "H", "H", "H", "H", "H", "H", "C", "O", "C", "C", "N", "C", "C", "O", "C", "H", "H", "H", "H", "H", "H", "H", "H", "H", "H", "H", "H", "H", "H", "H", "C", "O", "C", "C", "N", "C", "C", "O", "C", "H", "H", "H", "H", "H", "H", "H", "H", "H", "H", "H", "H", "H", "H", "H", "C", "O", "C", "C", "N", "C", "C", "O", "C", "H", "H", "H", "H", "H", "H", "H", "H", "H", "H", "H", "H", "H", "H", "H", "C", "O", "C", "C", "N", "C", "C", "O", "C", "H", "H", "H", "H", "H", "H", "H", "H", "H", "H", "H", "H", "H", "H", "H"], "xyz": [[-1.73, -0.78, -0.17], [-0.53, -0.06, 0.52], [-1.05, 1.12, 1.32], [0.13, -0.93, 1.44], [-2.65, -0.91, 0.40], [-1.37, -1.75, -0.50], [-2.01, -0.15, -1.01], [0.20, 0.22, -0.24], [-1.50, 1.88, 0.69], [-0.25, 1.48, 1.97], [-1.86, 0.88, 2.02], [-0.52, -1.15, 2.11], [-5.28, 0.05, 2.67], [-5.12, -1.20, 3.51], [-4.83, -2.43, 2.66], [-4.03, -1.01, 4.40], [-5.96, 0.01, 1.82], [-4.35, 0.35, 2.19], [-5.62, 0.90, 3.26], [-5.99, -1.38, 4.13], [-3.89, -2.31, 2.12], [-5.59, -2.62, 1.91], [-4.74, -3.30, 3.31], [-4.29, -0.20, 4.83], [0.13, -3.75, 3.84], [-0.63, -2.79, 4.66], [0.17, -1.75, 5.51], [-1.57, -2.03, 3.79], [0.65, -4.54, 4.40], [0.92, -3.27, 3.26], [-0.53, -4.20, 3.09], [-1.27, -3.40, 5.30], [0.53, -2.21, 6.43], [-0.42, -0.87, 5.77], [1.06, -1.32, 5.04], [-2.40, -1.90, 4.27], [-5.08, 3.36, -4.19], [-3.93, 2.82, -3.46], [-3.08, 3.68, -2.59], [-1.83, 2.95, -2.13], [-0.95, 2.70, -3.27], [0.17, 1.84, -2.94], [0.94, 1.60, -4.24], [0.08, 0.95, -5.14], [0.73, 0.37, -6.23], [-5.89, 2.69, -4.45], [-4.78, 3.78, -5.15], [-5.53, 4.15, -3.58], [-3.66, 3.90, -1.69], [-2.91, 4.66, -3.04], [-2.16, 2.04, -1.63], [-1.42, 3.58, -1.34], [-1.51, 2.21, -3.95], [-0.10, 0.82, -2.65], [0.90, 2.20, -2.21], [1.82, 0.99, -4.03], [1.34, 2.54, -4.61], [1.08, -0.65, -6.07], [1.56, 0.97, -6.59], [0.01, 0.36, -7.05], [-10.60, -3.50, -3.48], [-10.23, -4.38, -2.43], [-8.98, -4.08, -1.73], [-7.69, -3.98, -2.54], [-6.60, -3.44, -1.64], [-5.29, -3.61, -2.35], [-4.10, -3.44, -1.36], [-4.16, -4.36, -0.29], [-2.93, -4.72, 0.27], [-11.33, -3.97, -4.14], [-9.70, -3.26, -4.05], [-10.95, -2.57, -3.03], [-8.88, -4.86, -0.97], [-9.15, -3.16, -1.16], [-7.84, -3.40, -3.45], [-7.43, -4.98, -2.90], [-6.57, -3.91, -0.75], [-5.20, -2.98, -3.24], [-5.19, -4.59, -2.81], [-4.02, -2.40, -1.03], [-3.29, -3.68, -2.05], [-2.28, -5.05, -0.53], [-3.04, -5.60, 0.91], [-2.49, -3.94, 0.89], [9.12, -0.28, 6.33], [8.21, 0.33, 5.36], [8.83, 1.10, 4.32], [9.04, 0.14, 3.10], [7.97, 0.04, 2.07], [6.67, -0.22, 2.76], [5.50, -0.36, 1.71], [4.57, -1.23, 2.24], [3.44, -1.42, 1.42], [9.70, 0.48, 6.85], [9.83, -0.87, 5.74], [8.62, -0.93, 7.05], [9.82, 1.50, 4.51], [8.21, 1.92, 3.96], [9.22, -0.83, 3.56], [9.98, 0.31, 2.58], [7.96, 0.88, 1.51], [6.44, 0.59, 3.45], [6.74, -1.14, 3.33], [6.00, -0.73, 0.82], [5.03, 0.58, 1.42], [2.95, -0.45, 1.39], [2.75, -2.09, 1.93], [3.66, -1.70, 0.39], [-3.18, -6.58, 4.00], [-2.03, -6.88, 3.29], [-1.46, -8.19, 3.36], [-0.31, -8.31, 2.31], [0.81, -7.61, 2.92], [1.89, -7.46, 1.90], [1.62, -6.53, 0.70], [1.39, -5.22, 1.12], [1.23, -4.21, 0.14], [-2.96, -6.73, 5.06], [-4.00, -7.28, 3.84], [-3.48, -5.57, 3.72], [-2.16, -8.95, 3.03], [-1.13, -8.45, 4.37], [-0.52, -8.01, 1.29], [-0.18, -9.39, 2.25], [0.46, -6.68, 3.11], [2.08, -8.42, 1.43], [2.77, -7.14, 2.45], [0.86, -6.89, 0.00], [2.53, -6.56, 0.10], [0.46, -4.45, -0.60], [2.19, -3.99, -0.32], [0.96, -3.26, 0.60], [4.37, 7.33, -4.95], [4.11, 5.93, -4.85], [4.63, 5.37, -3.61], [4.53, 3.91, -3.67], [5.67, 3.31, -4.39], [5.37, 1.93, -4.75], [5.16, 0.95, -3.55], [3.93, 1.13, -2.85], [3.77, 0.27, -1.70], [3.99, 7.91, -4.11], [3.86, 7.79, -5.80], [5.44, 7.50, -4.94], [4.09, 5.75, -2.74], [5.67, 5.71, -3.56], [3.55, 3.68, -4.09], [4.53, 3.55, -2.64], [5.84, 3.80, -5.26], [6.17, 1.60, -5.42], [4.49, 1.99, -5.39], [5.93, 1.18, -2.82], [5.29, -0.09, -3.86], [2.76, 0.38, -1.29], [4.56, 0.51, -1.00], [3.86, -0.80, -1.90], [0.74, -1.81, -2.56], [0.99, -3.14, -2.96], [2.40, -3.44, -3.23], [2.55, -4.95, -3.50], [3.97, -5.30, -3.79], [4.08, -6.72, -4.12], [3.91, -7.62, -2.92], [2.60, -7.97, -2.57], [2.52, -8.87, -1.48], [-0.34, -1.77, -2.40], [1.01, -1.07, -3.32], [1.30, -1.51, -1.67], [2.99, -3.02, -2.41], [2.75, -2.90, -4.10], [1.86, -5.23, -4.29], [2.20, -5.50, -2.63], [4.46, -5.10, -2.94], [4.95, -6.96, -4.74], [3.27, -6.92, -4.82], [4.40, -7.16, -2.07], [4.57, -8.49, -2.99], [3.20, -8.62, -0.66], [2.69, -9.91, -1.76], [1.51, -8.76, -1.08], [-6.43, 7.94, -5.99], [-5.16, 8.14, -5.40], [-4.86, 7.33, -4.25], [-3.39, 7.68, -3.93], [-2.82, 7.24, -2.65], [-3.55, 7.57, -1.43], [-2.75, 7.21, -0.16], [-2.58, 5.85, -0.01], [-1.67, 5.57, 1.08], [-6.72, 6.92, -6.24], [-6.58, 8.65, -6.80], [-7.15, 8.26, -5.24], [-4.98, 6.30, -4.59], [-5.49, 7.58, -3.40], [-3.37, 8.77, -3.87], [-2.75, 7.44, -4.78], [-2.36, 6.34, -2.68], [-4.54, 7.11, -1.51], [-3.70, 8.64, -1.26], [-3.26, 7.59, 0.72], [-1.80, 7.74, -0.28], [-0.64, 5.69, 0.73], [-1.75, 4.51, 1.32], [-1.83, 6.24, 1.92], [2.09, 2.90, 0.74], [1.90, 3.80, 1.78], [3.10, 4.03, 2.50], [2.89, 5.10, 3.60], [2.78, 6.50, 3.17], [1.61, 6.76, 2.34], [1.55, 8.28, 1.82], [0.27, 8.61, 1.27], [0.23, 9.83, 0.60], [2.54, 1.93, 0.97], [2.70, 3.36, -0.04], [1.12, 2.69, 0.31], [3.85, 4.18, 1.73], [3.39, 3.07, 2.95], [3.76, 5.02, 4.25], [1.99, 4.88, 4.18], [2.76, 7.06, 4.01], [0.68, 6.47, 2.83], [1.55, 6.11, 1.47], [2.17, 8.34, 0.93], [1.85, 9.03, 2.55], [0.58, 9.68, -0.42], [0.81, 10.57, 1.15], [-0.80, 10.17, 0.53], [-3.05, -0.50, -3.50], [-3.23, -1.80, -4.01], [-2.24, -2.21, -4.93], [-2.35, -3.69, -5.00], [-3.66, -4.25, -5.42], [-4.09, -3.81, -6.72], [-5.63, -4.05, -6.78], [-6.33, -3.35, -5.75], [-6.37, -1.93, -5.95], [-3.65, -0.30, -2.62], [-3.25, 0.28, -4.24], [-2.02, -0.27, -3.21], [-1.26, -2.15, -4.45], [-2.13, -1.61, -5.83], [-1.97, -4.17, -4.10], [-1.58, -4.00, -5.72], [-4.38, -3.99, -4.76], [-3.52, -4.43, -7.41], [-3.90, -2.75, -6.89], [-5.85, -5.12, -6.71], [-6.00, -3.71, -7.75], [-5.49, -1.48, -5.49], [-7.20, -1.58, -5.33], [-6.62, -1.62, -6.96], [1.95, 1.60, 4.93], [1.87, 0.91, 6.24], [1.05, 1.52, 7.24], [1.41, 2.97, 7.67], [2.68, 2.93, 8.41], [2.59, 2.32, 9.73], [3.91, 2.11, 10.49], [3.63, 1.32, 11.65], [4.82, 0.99, 12.36], [2.49, 2.52, 5.16], [0.98, 1.87, 4.52], [2.52, 0.95, 4.27], [1.03, 0.72, 7.98], [0.04, 1.64, 6.85], [0.69, 3.44, 8.34], [1.55, 3.76, 6.94], [3.28, 2.36, 7.83], [2.10, 1.35, 9.60], [1.84, 2.89, 10.27], [4.24, 3.10, 10.79], [4.66, 1.67, 9.83], [5.55, 0.46, 11.75], [4.43, 0.45, 13.22], [5.26, 1.95, 12.65]], "spin_multiplicity": 1, "mol_weight_g_mol": 1512.20, "orbital_gap_ev": 8.81}

---

(ii)
{"formula": "C69H174N10O23", "method": "ωB97M-V/def2-TZVPD", "symbols": ["C", "C", "C", "O", "H", "H", "H", "H", "H", "H", "H", "H", "C", "C", "C", "O", "H", "H", "H", "H", "H", "H", "H", "H", "C", "C", "C", "O", "H", "H", "H", "H", "H", "H", "H", "H", "C", "O", "C", "C", "N", "C", "C", "O", "C", "H", "H", "H", "H", "H", "H", "H", "H", "H", "H", "H", "H", "H", "H", "H", "C", "O", "C", "C", "N", "C", "C", "O", "C", "H", "H", "H", "H", "H", "H", "H", "H", "H", "H", "H", "H", "H", "H", "H", "C", "O", "C", "C", "N", "C", "C", "O", "C", "H", "H", "H", "H", "H", "H", "H", "H", "H", "H", "H", "H", "H", "H", "H", "C", "O", "C", "C", "N", "C", "C", "O", "C", "H", "H", "H", "H", "H", "H", "H", "H", "H", "H", "H", "H", "H", "H", "H", "C", "O", "C", "C", "N", "C", "C", "O", "C", "H", "H", "H", "H", "H", "H", "H", "H", "H", "H", "H", "H", "H", "H", "H", "C", "O", "C", "C", "N", "C", "C", "O", "C", "H", "H", "H", "H", "H", "H", "H", "H", "H", "H", "H", "H", "H", "H", "H", "C", "O", "C", "C", "N", "C", "C", "O", "C", "H", "H", "H", "H", "H", "H", "H", "H", "H", "H", "H", "H", "H", "H", "H", "C", "O", "C", "C", "N", "C", "C", "O", "C", "H", "H", "H", "H", "H", "H", "H", "H", "H", "H", "H", "H", "H", "H", "H", "C", "O", "C", "C", "N", "C", "C", "O", "C", "H", "H", "H", "H", "H", "H", "H", "H", "H", "H", "H", "H", "H", "H", "H", "C", "O", "C", "C", "N", "C", "C", "O", "C", "H", "H", "H", "H", "H", "H", "H", "H", "H", "H", "H", "H", "H", "H", "H"], "xyz": [[-5.46, -2.46, -7.88], [-5.59, -1.72, -6.46], [-4.34, -1.75, -5.57], [-5.78, -0.37, -6.51], [-5.30, -3.51, -7.66], [-4.60, -2.04, -8.41], [-6.38, -2.34, -8.45], [-6.44, -2.14, -5.93], [-3.45, -1.35, -6.04], [-3.95, -2.75, -5.35], [-4.53, -1.19, -4.66], [-6.14, -0.13, -7.36], [-6.13, 5.83, 12.69], [-6.09, 5.75, 11.13], [-4.72, 5.59, 10.62], [-6.83, 4.65, 10.79], [-5.27, 6.37, 13.09], [-6.10, 4.87, 13.21], [-7.08, 6.32, 12.92], [-6.64, 6.53, 10.60], [-4.67, 6.04, 9.62], [-4.36, 4.57, 10.71], [-4.03, 6.29, 11.10], [-6.47, 4.01, 11.41], [-4.95, 2.43, -0.37], [-6.11, 1.79, 0.26], [-6.94, 2.79, 1.11], [-7.11, 1.60, -0.74], [-4.10, 2.06, 0.21], [-5.05, 3.52, -0.32], [-4.77, 2.20, -1.41], [-5.88, 0.92, 0.87], [-7.77, 2.29, 1.61], [-7.32, 3.67, 0.59], [-6.40, 3.25, 1.94], [-7.30, 2.44, -1.17], [-0.11, 9.31, -10.67], [-0.16, 7.84, -10.56], [1.05, 7.29, -9.90], [1.19, 5.77, -9.89], [0.21, 5.07, -9.04], [0.40, 3.58, -8.95], [-0.26, 2.78, -10.10], [0.39, 2.73, -11.39], [-0.12, 1.62, -12.20], [0.67, 9.60, -11.38], [-0.09, 9.89, -9.75], [-1.09, 9.58, -11.05], [0.97, 7.50, -8.83], [1.99, 7.72, -10.25], [2.19, 5.33, -9.92], [0.85, 5.42, -10.87], [-0.63, 5.17, -9.59], [0.00, 3.30, -7.98], [1.45, 3.31, -8.88], [-1.31, 2.99, -10.30], [-0.47, 1.76, -9.77], [-0.23, 0.70, -11.64], [0.69, 1.51, -12.93], [-1.09, 1.90, -12.63], [5.38, 10.10, 3.81], [6.58, 9.50, 3.50], [6.38, 8.36, 2.71], [6.68, 8.66, 1.17], [5.38, 9.01, 0.53], [5.62, 9.23, -0.82], [4.21, 8.89, -1.47], [4.01, 7.50, -1.21], [3.03, 6.99, -2.15], [4.87, 10.68, 3.04], [5.95, 10.82, 4.39], [4.57, 9.55, 4.29], [5.42, 7.89, 2.95], [7.07, 7.57, 3.00], [7.07, 7.69, 0.87], [7.45, 9.43, 1.15], [4.78, 8.20, 0.57], [6.26, 8.51, -1.33], [5.82, 10.30, -0.95], [4.24, 9.17, -2.53], [3.37, 9.43, -1.03], [2.80, 5.93, -2.11], [3.54, 6.91, -3.11], [2.06, 7.47, -2.08], [2.79, 5.01, 2.24], [4.03, 4.27, 2.20], [3.74, 2.86, 2.26], [5.03, 2.06, 2.03], [5.95, 2.28, 3.17], [7.36, 2.05, 2.94], [7.78, 0.64, 2.95], [9.05, 0.54, 2.53], [9.60, -0.66, 2.68], [2.86, 5.99, 2.71], [2.07, 4.54, 2.91], [2.35, 5.17, 1.26], [3.12, 2.65, 1.38], [3.42, 2.52, 3.24], [5.43, 2.31, 1.05], [4.92, 0.97, 2.06], [5.74, 3.19, 3.56], [7.97, 2.54, 3.70], [7.55, 2.58, 2.01], [7.13, 0.08, 2.28], [7.72, 0.16, 3.92], [10.68, -0.69, 2.54], [9.14, -1.42, 2.06], [9.52, -1.05, 3.70], [-1.50, 1.42, 4.10], [-1.55, 0.49, 3.00], [-0.94, -0.73, 3.30], [-1.33, -1.59, 2.15], [-0.27, -1.35, 1.10], [-0.55, -2.35, 0.11], [0.39, -2.22, -1.12], [0.28, -0.92, -1.62], [1.25, -0.63, -2.57], [-0.50, 1.64, 4.47], [-2.22, 1.16, 4.87], [-1.88, 2.39, 3.79], [-1.32, -1.12, 4.24], [0.11, -0.53, 3.50], [-2.30, -1.21, 1.84], [-1.37, -2.65, 2.40], [-0.39, -0.46, 0.65], [-1.54, -2.08, -0.27], [-0.60, -3.37, 0.49], [0.10, -2.97, -1.86], [1.39, -2.49, -0.80], [1.22, 0.40, -2.93], [1.37, -1.38, -3.34], [2.21, -0.40, -2.09], [7.20, 12.45, -5.51], [5.98, 11.72, -5.69], [5.65, 11.40, -7.01], [6.59, 10.38, -7.66], [6.29, 9.04, -7.11], [7.12, 7.94, -7.61], [6.79, 6.67, -6.76], [7.38, 6.80, -5.49], [7.00, 5.78, -4.61], [8.10, 12.11, -6.01], [7.45, 12.61, -4.46], [6.99, 13.41, -5.99], [5.61, 12.27, -7.67], [4.60, 11.13, -7.10], [7.59, 10.71, -7.38], [6.55, 10.50, -8.74], [6.15, 9.01, -6.12], [8.18, 8.14, -7.46], [7.04, 7.74, -8.68], [7.22, 5.72, -7.06], [5.70, 6.67, -6.66], [7.51, 4.85, -4.85], [5.99, 5.53, -4.29], [7.58, 6.06, -3.73], [-6.09, -14.67, 8.50], [-5.66, -13.68, 9.49], [-4.72, -12.64, 8.99], [-4.39, -11.67, 10.05], [-3.18, -10.91, 9.75], [-1.97, -11.63, 9.51], [-0.97, -10.70, 8.88], [-1.28, -10.32, 7.49], [-2.05, -9.05, 7.40], [-6.96, -15.24, 8.84], [-5.26, -15.32, 8.23], [-6.44, -14.27, 7.55], [-5.07, -12.21, 8.06], [-3.83, -13.22, 8.74], [-4.31, -12.09, 11.06], [-5.28, -11.04, 10.12], [-3.36, -10.34, 8.93], [-2.05, -12.42, 8.76], [-1.62, -12.05, 10.45], [-0.06, -11.29, 8.91], [-0.78, -9.81, 9.48], [-1.51, -8.17, 7.74], [-3.01, -9.19, 7.89], [-2.13, -8.86, 6.33], [-5.69, -1.02, 14.91], [-5.00, 0.20, 14.56], [-3.70, -0.12, 14.25], [-2.96, 1.17, 14.00], [-1.43, 0.97, 13.92], [-0.80, -0.11, 13.15], [-0.95, 0.15, 11.65], [-0.71, -1.05, 10.81], [0.56, -1.03, 10.30], [-5.14, -1.73, 15.53], [-6.08, -1.49, 14.01], [-6.65, -0.80, 15.39], [-3.85, -0.62, 13.29], [-3.19, -0.77, 14.95], [-3.24, 1.93, 14.72], [-3.36, 1.41, 13.02], [-0.94, 1.82, 13.70], [-1.27, -1.09, 13.31], [0.27, -0.25, 13.28], [-0.35, 1.06, 11.55], [-1.97, 0.40, 11.37], [1.30, -0.67, 11.02], [0.63, -0.41, 9.40], [0.82, -1.98, 9.85], [-10.16, -7.86, 8.51], [-9.08, -7.14, 9.14], [-9.28, -5.71, 9.50], [-7.85, -5.13, 9.74], [-6.93, -5.60, 8.75], [-6.95, -5.05, 7.36], [-6.57, -3.47, 7.28], [-7.67, -2.65, 7.60], [-7.53, -1.40, 7.02], [-11.10, -7.71, 9.03], [-9.97, -8.93, 8.37], [-10.29, -7.47, 7.50], [-9.99, -5.70, 10.33], [-9.79, -5.19, 8.68], [-7.44, -5.47, 10.69], [-7.85, -4.04, 9.72], [-7.34, -6.51, 8.58], [-7.76, -5.43, 6.74], [-6.20, -5.64, 6.82], [-6.32, -3.35, 6.22], [-5.62, -3.30, 7.78], [-7.24, -1.36, 5.98], [-6.86, -0.78, 7.63], [-8.52, -0.95, 7.12], [5.87, -0.06, -11.69], [6.45, -0.89, -10.66], [5.59, -1.90, -10.05], [5.81, -3.26, -10.79], [5.33, -4.52, -10.13], [5.79, -4.69, -8.73], [7.21, -4.97, -8.52], [7.41, -5.48, -7.16], [8.69, -5.91, -6.96], [6.61, 0.58, -12.17], [5.11, 0.48, -11.12], [5.37, -0.70, -12.42], [4.53, -1.67, -10.01], [5.94, -2.07, -9.04], [6.86, -3.22, -11.07], [5.17, -3.12, -11.67], [4.33, -4.42, -10.02], [5.22, -5.46, -8.21], [5.58, -3.85, -8.07], [7.82, -4.07, -8.64], [7.53, -5.74, -9.22], [9.40, -5.18, -6.58], [9.29, -6.14, -7.83], [8.86, -6.74, -6.26], [-4.08, -5.16, -12.44], [-2.89, -5.09, -11.69], [-2.01, -6.12, -12.20], [-0.59, -6.07, -11.57], [-0.56, -6.01, -10.09], [-0.81, -7.39, -9.58], [-1.04, -7.39, -8.04], [-2.35, -7.89, -7.89], [-2.74, -9.23, -8.17], [-4.73, -6.00, -12.22], [-4.04, -5.29, -13.52], [-4.78, -4.33, -12.29], [-2.01, -5.92, -13.27], [-2.45, -7.10, -11.99], [0.04, -5.34, -12.07], [-0.01, -6.95, -11.86], [-1.39, -5.46, -9.97], [0.10, -7.98, -9.75], [-1.55, -8.05, -10.04], [-0.93, -6.45, -7.51], [-0.27, -7.95, -7.52], [-3.82, -9.20, -7.99], [-2.54, -10.00, -7.41], [-2.62, -9.73, -9.13]], "spin_multiplicity": 1, "mol_weight_g_mol": 1512.20, "orbital_gap_ev": 8.72}

---

Among the structures shown above, (i) is the most stable, with the second-best lying 235.9 kcal/mol higher.